[1]
The following is a quantum chemistry calculation of an isolated molecule of C19H23N3O4, from the Open Molecules 2025 dataset.

Element x y z (Å)
O  -1.9361  -1.4909  0.3835
O  5.0095  -2.4038  -0.1285
O  4.4508  1.4151  1.1177
O  -1.3021  1.9412  0.6307
N  -0.0036  0.2709  -0.2192
N  2.5117  -0.9640  -0.1130
N  -3.2450  0.1904  1.1973
C  3.5961  1.2986  0.0764
C  2.3806  0.4394  0.2618
C  -6.6951  0.4182  0.9668
C  -2.1428  -0.3170  0.6398
C  -7.6931  0.7502  0.0662
C  -1.0981  0.7694  0.3594
C  4.4108  -2.0186  1.0918
C  4.7330  -1.4631  -1.1425
C  4.0563  2.0311  -0.9804
C  2.8915  -1.8989  0.9303
C  3.2213  -1.2708  -1.3427
C  -5.4066  -0.5340  -0.8151
C  -4.4355  -0.5759  1.4913
C  -5.5475  -0.2298  0.5338
C  5.2701  2.6252  -0.5554
C  1.1825  1.0272  -0.5121
C  -7.5469  0.4440  -1.2754
C  -6.4009  -0.1983  -1.7151
C  5.4579  2.2136  0.7259
H  -4.7432  -0.3839  2.5235
H  0.0439  -0.7363  -0.3265
H  -3.2644  1.1985  1.2990
H  -4.1555  -1.6286  1.3863
H  -6.2840  -0.4399  -2.7612
H  2.1300  0.4567  1.3289
H  0.9999  2.0610  -0.2114
H  2.4960  -2.8788  0.6401
H  4.6643  -2.7976  1.8126
H  2.8015  -2.2070  -1.7277
H  -8.5847  1.2515  0.4131
H  1.3796  0.9937  -1.5871
H  3.0484  -0.4815  -2.0736
H  2.4316  -1.6034  1.8740
H  -4.5123  -1.0377  -1.1522
H  3.5967  2.1425  -1.9406
H  -8.3246  0.7048  -1.9778
H  6.2339  2.4095  1.4386
H  4.8317  -1.0605  1.4318
H  5.1876  -1.8580  -2.0529
H  -6.8118  0.6608  2.0136
H  5.9070  3.2672  -1.1279
H  5.2095  -0.5024  -0.8962

Properties
ΔE to the lowest compared entry with this formula, charge and spin: 3.1801 eV
spin multiplicity: 1
SMILES: O=C(NCc1ccccc1)C(=O)NC[C@H](c1ccco1)N1CCOCC1
HOMO: -8.310 eV
gap between HOMO and LUMO: 9.084 eV

---

[2]
The following is a quantum chemistry calculation of a cluster of 7 separate species, C31H40F6N3O23S in total in a non-equilibrium geometry, from the Open Molecules 2025 dataset.

Element x y z (Å)
S  3.3838  1.9055  -4.0846
F  -1.3205  5.6213  -1.6880
F  -1.8828  2.6767  -4.5004
F  -5.1730  0.7437  4.4170
F  -6.0238  1.4908  -1.7047
F  1.7425  -4.3421  6.4205
F  -0.4190  -7.6382  5.8548
O  -2.0261  -4.6587  5.4048
O  -3.8351  -5.3453  4.1855
O  3.3159  -1.6633  5.0025
O  2.2028  -3.5312  4.3844
O  -7.1449  4.6402  -2.4024
O  -0.4089  4.3219  1.3358
O  3.3508  3.3287  -3.4259
O  -6.6666  1.9140  1.5777
O  -8.3786  3.1306  2.4832
O  -2.1796  -6.8146  4.7426
O  2.2266  -5.9386  -1.6392
O  -3.4898  5.6562  -4.9504
O  7.5873  -2.6829  -2.1649
O  4.4406  2.0261  -5.2514
O  7.9780  -1.4966  -2.5697
O  -3.6434  3.5003  -5.6126
O  -2.1105  4.2009  -0.1475
O  -2.0822  2.7948  1.6503
O  -5.6623  3.6012  -1.0486
O  -6.9990  1.8912  3.8136
O  -5.7070  5.8818  -1.1290
O  2.8070  -2.0045  2.7989
O  -5.2989  4.9696  -6.1697
N  2.7204  1.6494  -0.9355
N  4.8391  -1.3731  -0.8513
N  4.0627  -0.3911  -0.3502
C  1.6722  0.9028  1.4333
C  3.6608  0.5170  -1.4078
C  -6.1323  4.7993  -1.4963
C  0.2196  0.7135  -0.9574
C  2.7016  -3.7339  5.6871
C  -1.5768  3.6940  0.9992
C  2.9429  -4.6501  -1.4865
C  4.0160  0.5533  -2.9541
C  6.2109  -2.9494  -2.6459
C  4.0159  -3.4246  0.5849
C  1.6637  1.1301  -0.2239
C  -2.7722  -5.5876  4.7327
C  2.9534  -2.3510  6.1829
C  -2.3116  3.7395  -5.2176
C  5.2883  -1.6232  -2.2123
C  1.7474  1.4958  -4.9438
C  2.7749  -2.3687  3.9626
C  -2.4154  4.9534  -4.3590
C  4.9569  -0.6602  -3.4725
C  -6.6421  2.6597  -1.4234
C  -7.2430  3.2524  -2.6519
C  5.2459  -2.3759  0.2524
C  -4.2360  4.7273  -5.6225
C  4.0389  -4.8166  -0.2690
C  -1.4387  5.4224  -0.3560
C  -0.8478  -6.5754  5.1376
C  -0.1042  5.1971  0.2685
C  -5.6011  1.1884  2.1574
C  -6.1539  0.8107  3.4891
C  -7.4278  2.3781  2.6154
C  -0.9517  -5.3615  5.9962
H  1.9550  0.7164  -5.8066
H  2.0603  -1.8864  6.6139
H  2.1005  -3.8433  -1.2427
H  -7.3507  2.5183  -0.6004
H  1.3629  2.5095  -5.4242
H  3.4991  -4.2901  -2.4542
H  0.6268  1.1481  1.9055
H  2.5270  1.6259  1.8375
H  0.6041  4.7095  -0.4098
H  5.3772  -1.7485  1.2630
H  -0.2185  -6.4455  4.2507
H  -2.0126  6.2396  0.0937
H  -8.2849  2.9519  -2.7919
H  3.6005  -5.6628  0.4468
H  5.0954  -5.1888  -0.6072
H  -4.7202  1.8349  2.2322
H  -2.6650  4.7168  -3.3193
H  -0.0368  -4.7629  5.9825
H  0.3442  6.1236  0.6371
H  6.3072  -3.0482  -3.8325
H  4.0931  -3.7284  1.7366
H  3.5955  -4.3653  5.6449
H  8.7383  -1.1635  -2.0078
H  1.4055  -5.8300  -2.2103
H  3.7590  -2.3141  6.9212
H  -6.6815  3.0062  -3.5594
H  0.1177  -0.4359  -1.1487
H  1.9880  -0.2226  1.6671
H  0.1549  1.3732  -1.9297
H  -6.7306  -0.1204  3.4880
H  -1.5006  5.5520  -4.3727
H  3.0122  -2.8314  0.4602
H  6.2856  -2.8727  0.0851
H  5.7584  -3.9634  -2.2811
H  5.3232  -0.8393  -4.5651
H  -1.2013  -5.5981  7.0359
H  -0.6445  1.0941  -0.2333
H  -5.3452  0.3157  1.5505
H  -1.6822  3.8694  -6.1045
H  0.9228  1.1353  -4.1961

Properties
spin multiplicity: 1
charge: +1
HOMO: -11.687 eV
gap between HOMO and LUMO: 6.440 eV

---

[3]
The following is a quantum chemistry calculation of a structure of composition C44H39As2N2OS2SeY in a non-equilibrium geometry, from the Open Molecules 2025 dataset.

Element x y z (Å)
Y  0.1128  -0.4704  0.5579
Se  1.1596  -2.7750  -0.1352
As  1.8472  1.1703  2.5208
As  -1.7061  -1.0383  -1.3372
S  -0.6410  2.1885  -0.3863
S  0.6392  3.8056  -2.5818
O  0.3228  0.4504  2.3806
N  -1.2690  -4.5311  3.5122
N  -1.6223  2.6709  -2.7917
C  4.8844  -0.6352  4.7699
C  0.1388  -3.4787  1.3613
C  -3.3186  0.0251  -1.6013
C  -1.0207  -1.2041  -4.1921
C  0.3905  4.6465  4.2310
C  1.5163  5.4571  4.2745
C  -0.6676  -4.5958  1.1950
C  2.8299  -0.7914  6.0252
C  3.9596  -0.5009  -0.6775
C  3.5127  1.7861  -1.3035
C  0.4654  3.3944  3.6406
C  -0.5026  -3.4625  3.6639
C  2.8095  3.7856  3.1337
C  4.0715  0.5430  -1.5815
C  4.1933  -1.0300  5.9069
C  -2.4295  -2.8279  -1.5419
C  0.9600  -0.2402  -5.1583
C  1.3868  0.1561  -3.8985
C  -5.7736  1.2939  -1.8243
C  4.2151  -0.0051  3.7324
C  -3.6229  -3.1262  -0.8866
C  -3.4142  -5.4199  -1.5662
C  2.8466  0.2135  3.8492
C  -1.3430  -5.0849  2.3052
C  2.7402  0.9573  0.8099
C  -1.7280  -3.8284  -2.2061
C  -1.5995  3.4392  -4.0320
C  3.3144  -0.2891  0.5328
C  -0.2342  -0.9325  -5.3016
C  -3.9863  0.0356  -2.8247
C  -2.2307  -5.1214  -2.2264
C  -5.1062  1.2964  -0.6082
C  -0.1655  3.9407  -4.2177
C  2.1501  -0.1637  4.9952
C  0.5982  -0.1140  -2.7913
C  0.2266  -2.8916  2.6240
C  2.8274  1.9965  -0.1187
C  -4.1127  -4.4228  -0.8993
C  -5.2125  0.6738  -2.9332
C  -0.6229  -0.7714  -2.9298
C  2.7201  5.0347  3.7235
C  -0.6265  2.8233  -1.9411
C  -3.8781  0.6599  -0.4957
C  1.6739  2.9812  3.0943
H  -0.3968  2.7401  3.5960
H  4.7510  0.3162  2.8473
H  5.9477  -0.8167  4.6891
H  3.7437  3.4321  2.7111
H  1.5721  -0.0258  -6.0246
H  -2.3128  4.2622  -3.9638
H  -1.8934  2.7961  -4.8602
H  4.6233  0.3893  -2.5000
H  3.6195  2.5995  -2.0070
H  2.3328  0.6644  -3.7804
H  3.5911  5.6746  3.7632
H  1.4575  6.4281  4.7478
H  -3.7955  -6.4326  -1.5693
H  -0.5478  -1.2712  -6.2802
H  -5.0417  -4.6520  -0.3946
H  0.9507  0.1895  -1.7978
H  -1.9705  -5.9656  2.2245
H  -4.1683  -2.3391  -0.3784
H  -2.4776  2.2192  -2.4875
H  -1.6929  -5.8975  -2.7555
H  2.3007  -1.0902  6.9198
H  -5.7431  0.6727  -3.8764
H  0.9002  -2.0671  2.8339
H  -0.7518  -5.0787  0.2324
H  3.3165  -1.0666  1.2854
H  -0.4567  -3.0506  4.6669
H  4.7225  -1.5257  6.7097
H  0.3966  3.3303  -4.9205
H  -1.9296  -1.7818  -4.3063
H  -6.7395  1.7737  -1.9110
H  -5.5453  1.7871  0.2502
H  -3.5392  -0.4527  -3.6802
H  -0.7940  -3.6010  -2.7051
H  -0.5418  4.9839  4.6625
H  1.0863  0.0344  5.0655
H  4.4034  -1.4638  -0.8913
H  2.4102  2.9682  0.1143
H  -0.1205  4.9802  -4.5285
H  -3.3461  0.6637  0.4490

Properties
ΔE to the lowest compared entry with this formula, charge and spin: 1.0416 eV
spin multiplicity: 1
charge: +2
HOMO: -13.016 eV
gap between HOMO and LUMO: 7.823 eV